No. 1
DFT (ωB97M-V/def2-TZVPD) results for the molecule C16H23N3O2S.

```
45
Properties=species:S:1:pos:R:3:mulliken_charge:R:1
C -3.1090 -0.0306 -2.6844 -1.4956
C -1.6406 0.1503 -2.3173 -0.4940
C -1.2509 -0.5952 -1.0411 -0.0027
C -1.9440 -0.0293 0.1994 -1.2486
N -1.2227 -0.3091 1.4343 1.0199
C -1.7984 0.4439 2.5324 -1.3502
C -1.1585 -1.7324 1.7260 -0.6933
C -0.1181 -2.0438 2.8157 -1.2934
N 1.0711 -1.2434 2.6316 -0.0479
C 1.9434 -1.4885 1.6395 0.7892
O 1.9984 -2.5065 0.9853 -0.6770
C 2.9014 -0.3032 1.4108 -1.2898
N 2.1817 0.7764 0.7663 0.2683
C 1.5006 1.6783 1.5223 0.6999
O 1.4324 1.6789 2.7289 -0.6808
S 0.7221 2.8800 0.4669 -0.2338
C 1.3219 2.0578 -0.9572 1.1987
C 1.1175 2.3973 -2.2814 -0.6910
C 1.6583 1.5810 -3.2594 -0.5120
C 2.3773 0.4446 -2.9141 -0.8902
C 2.5901 0.1059 -1.5896 -0.5250
C 2.0676 0.9283 -0.6021 -0.2304
H -3.3254 0.4615 -3.6299 0.4465
H -3.3487 -1.0869 -2.7856 0.3337
H -3.7551 0.3980 -1.9229 0.3174
H -1.0186 -0.2190 -3.1361 0.4067
H -1.4236 1.2136 -2.1958 0.1916
H -0.1715 -0.5171 -0.8998 -0.0765
H -1.4958 -1.6512 -1.1681 0.4785
H -1.9836 1.0600 0.1044 0.4679
H -2.9819 -0.4012 0.2557 0.2670
H -1.2086 0.3003 3.4346 0.3773
H -1.7782 1.5044 2.2857 0.3135
H -2.8397 0.1517 2.7423 0.3645
H -0.8399 -2.2404 0.8164 0.3912
H -2.1384 -2.1408 2.0313 0.3843
H -0.5091 -1.8472 3.8147 0.4162
H 0.1614 -3.0975 2.7441 0.4269
H 1.0400 -0.3027 3.0058 0.3429
H 3.7337 -0.6109 0.7777 0.4933
H 3.2780 0.0629 2.3696 0.4227
H 0.5477 3.2766 -2.5353 0.4300
H 1.5094 1.8268 -4.2992 0.4085
H 2.7769 -0.1902 -3.6896 0.3893
H 3.1292 -0.7915 -1.3330 0.3866
```

Calculated values
Structure (SMILES): CCCCN(C)CCNC(=O)Cn1c(=O)sc2ccccc21
HOMO in eV: -8.541
Gap between HOMO and LUMO in eV: 9.192
Total charge: 0
Relative energy (zero: lowest compared OMol25 entry of this formula, charge and spin) in kJ/mol: 0.0

***

No. 2
DFT (ωB97M-V/def2-TZVPD) results for a cluster of 2 separate species, C3H2O2S in total at a distorted geometry.

```
8
Properties=species:S:1:pos:R:3:mulliken_spin:R:1
C -1.3509 0.1857 0.5708 0.0002
C -0.7288 -0.2055 -0.5556 -0.0032
C -0.2594 1.0267 0.0200 0.0020
O 1.7300 -1.3919 0.1388 0.6152
O 0.4029 1.9640 -0.0726 0.0061
S 2.8509 -0.4578 -0.1262 1.3804
H -1.9948 -0.0395 1.3109 0.0001
H -0.6499 -1.0817 -1.2861 -0.0008
```

Calculated values
HOMO (alpha / beta) in eV: -9.119 / -9.141
⟨S²⟩: 2.0081
Gap between HOMO and LUMO (alpha / beta) in eV: 10.010 / 7.897
Total charge: 0
Multiplicity: 3
Relative energy (zero: lowest compared OMol25 entry of this formula, charge and spin) in kJ/mol: 98.0

***

No. 3
DFT (ωB97M-V/def2-TZVPD) results for the ion C3H3BrN2O4P with charge -1 at a distorted geometry.

```
14
Properties=species:S:1:pos:R:3:mulliken_charge:R:1
C 1.5836 -1.3934 -0.1751 -0.0152
C 2.2011 -0.1496 0.0001 -0.0436
C 0.1619 0.7067 -0.0349 0.2882
N 0.2949 -1.2817 -0.2395 -0.0629
N 1.3772 0.9054 0.0577 -0.4373
O -1.8850 1.5230 1.4409 -0.5303
O -1.8364 2.3053 -0.9613 -0.7110
O -2.3092 -0.1859 -0.4086 -0.8130
O -0.6907 -2.1933 -0.4256 -0.4706
P -1.6070 1.1020 -0.1289 0.7722
Br 4.0623 0.0744 0.1629 -0.2544
H 2.1413 -2.3155 -0.2498 0.4010
H -2.0000 2.4690 1.3906 0.3077
H -1.4939 -1.5663 -0.4287 0.5691
```

Calculated values
HOMO in eV: -3.938
Gap between HOMO and LUMO in eV: 6.920
Total charge: -1
Relative energy (zero: lowest compared OMol25 entry of this formula, charge and spin) in kJ/mol: 137.9

***

No. 4
DFT (ωB97M-V/def2-TZVPD) results for a structure of composition AgBrNa.

```
3
Properties=species:S:1:pos:R:3:mulliken_spin:R:1
Na -0.8732 2.0757 -1.5932 -0.0005
Ag 0.6224 -2.4354 0.8800 0.0026
Br 0.2508 0.3597 0.7132 0.9979
```

Calculated values
HOMO (alpha / beta) in eV: -21.039 / -20.725
⟨S²⟩: 0.7525
Gap between HOMO and LUMO (alpha / beta) in eV: 11.225 / 7.378
Total charge: +2
Multiplicity: 2
Relative energy (zero: lowest compared OMol25 entry of this formula, charge and spin) in kJ/mol: 0.0

***

No. 5
DFT (ωB97M-V/def2-TZVPD) results for the molecule C2H5IN2OS at a distorted geometry.

```
12
Properties=species:S:1:pos:R:3:mulliken_charge:R:1
C -2.0680 0.3104 -2.1865 -0.0925
C -0.0559 -0.6086 0.5340 -0.4162
N -1.6330 -0.7639 -1.7411 -0.3817
N 1.0378 0.2373 0.9322 -0.5777
O 0.7127 0.3365 -1.6439 -0.5693
S 0.0447 -0.9146 -1.3975 0.4734
I -4.0988 0.3800 -2.6604 0.0306
H -1.6476 1.3577 -2.4605 0.3640
H -0.0120 -1.5324 0.9446 0.3612
H -1.1154 -0.1693 0.6761 0.2652
H 1.9529 0.1791 0.5604 0.2647
H 0.7965 1.2139 0.7510 0.2783
```

Calculated values
HOMO in eV: -8.977
Gap between HOMO and LUMO in eV: 9.283
Total charge: 0
Relative energy (zero: lowest compared OMol25 entry of this formula, charge and spin) in kJ/mol: 126.9

***

No. 6
DFT (ωB97M-V/def2-TZVPD) results for a structure of composition C36H53ClI2N3SbSi3Yb.

```
100
Properties=species:S:1:pos:R:3:mulliken_spin:R:1
Yb 0.6815 0.2250 -0.4678 1.0063
C 3.1044 2.4295 3.6094 0.0013
Sb 2.7622 2.4974 1.4840 0.0002
C 2.2761 0.3768 1.2644 -0.0021
C 3.4413 -0.2073 0.5635 -0.0067
C 4.0815 0.2782 -0.5949 0.0032
C 5.1168 -0.4424 -1.1583 -0.0018
C 5.5198 -1.6396 -0.5815 0.0039
C 4.8641 -2.0451 0.5682 -0.0011
N 3.8792 -1.3494 1.1230 0.0028
Si 2.0755 -0.7243 2.8291 -0.0029
C 0.5617 -0.0113 3.7792 0.0019
C 1.5758 -2.5197 2.4349 0.0015
C 3.5051 -0.8030 4.0711 0.0006
C 0.8367 3.7356 1.5030 0.0000
C -0.3601 2.9341 1.8283 0.0017
C -1.2340 3.3196 2.8594 -0.0003
C -2.3950 2.6296 3.1220 0.0003
C -2.6967 1.5219 2.3417 0.0002
C -1.7974 1.1773 1.3629 0.0004
N -0.6616 1.8400 1.0815 -0.0040
Si 0.6608 4.4281 -0.2734 0.0000
C -1.1358 4.9047 -0.5979 0.0000
C 1.8523 5.8077 -0.7478 0.0000
C 1.1084 3.0675 -1.5288 -0.0005
Si 1.2347 5.2037 2.6844 0.0001
C 1.0966 4.8066 4.5377 0.0000
C 2.9882 5.8438 2.3697 -0.0001
C 0.0119 6.6003 2.3171 0.0000
H 3.9862 1.8116 3.7653 0.0002
H 2.2573 1.9813 4.1234 -0.0002
H 3.2995 3.4216 4.0060 0.0000
H 3.7781 1.2181 -1.0440 0.0005
H 5.6089 -0.0734 -2.0497 -0.0001
H 6.3349 -2.2175 -0.9920 0.0002
H 5.1406 -2.9618 1.0792 0.0001
H 0.2632 0.9850 3.4441 -0.0006
H 0.7947 0.0628 4.8451 0.0000
H -0.3171 -0.6595 3.7093 -0.0002
H 1.4506 -2.6787 1.3649 -0.0005
H 0.6763 -2.8368 2.9686 0.0000
H 2.3897 -3.1747 2.7498 0.0001
H 3.2604 -0.2791 4.9969 0.0000
H 4.4310 -0.3885 3.6714 0.0000
H 3.7042 -1.8467 4.3202 0.0000
H -0.9937 4.1926 3.4454 0.0000
H -3.0600 2.9456 3.9150 0.0000
H -3.6014 0.9476 2.4818 0.0000
H -2.0147 0.3062 0.7537 0.0002
H -1.3564 5.9010 -0.2104 0.0000
H -1.8328 4.2070 -0.1279 0.0000
H -1.3494 4.9146 -1.6693 0.0000
H 1.8469 6.6525 -0.0600 0.0000
H 1.5759 6.1883 -1.7342 0.0000
H 2.8763 5.4345 -0.8133 0.0000
H 0.5483 2.1703 -1.2593 0.0015
H 2.1826 2.8684 -1.5397 0.0001
H 0.8052 3.3487 -2.5381 0.0002
H 0.9005 3.7559 4.7526 0.0000
H 0.2968 5.3959 4.9927 0.0000
H 2.0217 5.0802 5.0474 0.0000
H 3.6977 5.4511 3.0993 0.0000
H 3.0005 6.9317 2.4662 0.0000
H 3.3674 5.5969 1.3778 0.0000
H -1.0260 6.2595 2.3303 0.0000
H 0.1982 7.0623 1.3463 0.0000
H 0.1139 7.3808 3.0745 0.0000
I -2.0030 1.5285 -2.9543 0.0000
C -2.7482 -0.4732 -3.0761 -0.0002
I -2.1889 -1.4969 -1.2669 0.0000
H -2.2932 -0.9563 -3.9326 0.0000
H -3.8273 -0.4302 -3.1599 0.0000
N -1.3209 -2.5341 1.1842 0.0003
C -2.2322 -3.1724 2.0674 0.0000
C -2.9106 -2.4357 3.0312 0.0001
C -3.8268 -3.0623 3.8621 0.0000
C -4.0783 -4.4196 3.7299 0.0000
C -3.3953 -5.1535 2.7712 0.0000
C -2.4711 -4.5359 1.9441 0.0001
H -0.6574 -3.1949 0.8029 0.0001
H -0.8152 -1.7935 1.6523 0.0007
H -2.7111 -1.3744 3.1315 0.0000
H -4.3415 -2.4882 4.6215 0.0000
H -4.8024 -4.9062 4.3690 0.0000
H -3.5700 -6.2167 2.6726 0.0000
H -1.9300 -5.1125 1.2016 0.0000
Cl 1.4497 0.3764 -3.1391 -0.0008
C 0.8325 -1.1963 -3.6286 -0.0013
C 0.3117 -1.3524 -4.8989 0.0004
C -0.2209 -2.5836 -5.2455 -0.0006
C -0.2247 -3.6145 -4.3118 0.0002
C 0.3064 -3.4251 -3.0482 -0.0006
C 0.8724 -2.2031 -2.6627 0.0037
C 1.4565 -1.9528 -1.3278 -0.0079
H 0.3192 -0.5282 -5.6010 0.0000
H -0.6206 -2.7398 -6.2381 0.0000
H -0.6353 -4.5794 -4.5800 0.0000
H 0.3106 -4.2395 -2.3333 0.0000
H 2.5083 -1.6736 -1.4769 -0.0002
H 1.4676 -2.8897 -0.7686 -0.0001
```

Calculated values
HOMO (alpha / beta) in eV: -10.357 / -10.359
⟨S²⟩: 0.7511
Gap between HOMO and LUMO (alpha / beta) in eV: 7.653 / 6.885
Total charge: +1
Multiplicity: 2
Relative energy (zero: lowest compared OMol25 entry of this formula, charge and spin) in kJ/mol: 77.7

***

No. 7
DFT (ωB97M-V/def2-TZVPD) results for a cluster of 2 separate species, C4H10O in total at a distorted geometry.

```
15
Properties=species:S:1:pos:R:3:mulliken_charge:R:1
C 0.3112 -1.5728 -0.2209 -0.8008
C 1.0303 -0.6583 0.3989 0.7848
C 2.5491 -0.6033 0.0980 -1.1295
C 0.4962 0.2573 1.4459 -1.0531
H -0.8684 -1.5488 -0.0780 0.1777
H 0.7425 -2.0904 -1.0287 0.3105
H 2.8751 0.3954 0.1549 0.3273
H 2.6323 -1.0555 -0.8967 0.3253
H 3.1093 -1.1929 0.8190 0.2741
H -0.6274 0.0610 1.5356 0.2571
H 0.4105 1.4061 1.2992 0.2778
H 0.7174 -0.0345 2.5536 0.2497
O -3.5461 1.9771 -1.5871 -0.6320
H -3.9986 2.3238 -0.7638 0.3268
H -2.9449 1.3817 -1.2296 0.3042
```

Calculated values
Structure (SMILES): C=C(C)C.O
HOMO in eV: -9.584
Gap between HOMO and LUMO in eV: 10.262
Total charge: 0
Relative energy (zero: lowest compared OMol25 entry of this formula, charge and spin) in kJ/mol: 166.8

***

No. 8
DFT (ωB97M-V/def2-TZVPD) results for a structure of composition C59H45CdClI4N10O2S2 at a distorted geometry.

```
124
Properties=species:S:1:pos:R:3:mulliken_charge:R:1
Cd -0.2561 -0.1560 -0.0549 2.7071
I 1.0102 7.7909 6.1840 -0.0347
C 0.8641 6.0696 4.9495 -0.1366
C 0.7889 6.2109 3.5755 -0.7114
C 0.6417 5.0891 2.7908 -0.7923
C 0.4463 3.7946 3.3331 1.7108
C 0.7418 3.6986 4.7115 -0.5490
C 0.9239 4.8067 5.5099 -0.8212
C 0.1267 2.6735 2.4861 0.6419
C -0.2082 2.9337 1.1211 -0.1980
C -0.9304 4.1001 0.6592 -1.8222
C -1.0395 3.9847 -0.6844 -1.3953
C -0.3889 2.7457 -1.0485 0.0347
C -0.0725 2.2897 -2.3342 0.8545
C -0.8031 2.7195 -3.5104 1.2866
C -0.3831 2.3965 -4.8095 -0.3810
C -1.1430 2.6939 -5.9202 -1.0137
C -2.3452 3.3485 -5.7570 -0.2056
I -3.4924 3.8588 -7.4686 -0.0344
C -2.8270 3.6542 -4.5007 -1.0860
C -2.0743 3.3120 -3.3983 -0.0082
C 1.0367 1.3725 -2.4653 -0.1558
N 1.2349 0.3228 -1.6693 1.2619
C 2.4370 -0.2312 -1.9991 -0.1384
C 3.0348 -1.3490 -1.3955 0.3275
C 4.2329 -1.9482 -2.0192 0.5486
C 5.3955 -2.1929 -1.2853 -0.3764
C 6.4765 -2.8532 -1.8442 -0.6947
C 6.3973 -3.2816 -3.1540 -0.1446
I 8.0137 -4.3844 -3.9840 -0.0158
C 5.2820 -3.0248 -3.9252 -1.0763
C 4.2207 -2.3423 -3.3592 0.0324
C 2.5323 -1.9816 -0.2477 -0.1029
C 3.0295 -3.1770 0.3676 -0.9551
C 2.1966 -3.4513 1.4119 -2.1275
C 1.2057 -2.4118 1.4344 0.7070
N 1.4475 -1.5478 0.4457 0.7876
C 0.1609 -2.1844 2.4037 -0.0039
C -0.0192 -0.8612 2.8743 0.2467
C -0.3867 -0.4835 4.2129 -1.8875
C -0.3067 0.8727 4.2657 -1.2463
C 0.0750 1.3229 2.9487 0.2446
N 0.2545 0.2539 2.1565 0.2261
C -0.6153 -3.2635 3.0017 0.5471
C -1.7910 -2.9653 3.7142 -0.1603
C -2.5595 -3.9404 4.3120 -1.0053
C -2.2025 -5.2652 4.1605 -0.0589
I -3.3456 -6.7777 5.1190 -0.0301
C -1.1372 -5.6156 3.3578 -1.0120
C -0.3595 -4.6256 2.7872 -0.5246
C 3.0430 0.5495 -3.0346 -1.5899
C 2.1632 1.5453 -3.3404 -1.4440
N 0.0830 2.1527 0.0827 -0.3913
H 0.8624 7.1860 3.1099 0.3604
H 0.6912 5.2097 1.7209 0.6184
H 0.8595 2.7340 5.1703 0.6048
H 1.1135 4.6875 6.5688 0.3890
H -1.3771 4.8569 1.2770 0.8048
H -1.4385 4.7256 -1.3492 0.7601
H 0.5280 1.8446 -4.9592 0.3017
H -0.8061 2.3873 -6.9010 0.3778
H -3.7968 4.1215 -4.3774 0.4556
H -2.5311 3.4239 -2.4305 0.1009
H 5.4598 -1.8618 -0.2593 0.5746
H 7.3710 -3.0225 -1.2599 0.3649
H 5.2347 -3.3493 -4.9563 0.4181
H 3.3383 -2.1607 -3.9497 0.6295
H 3.8683 -3.7656 0.0442 0.5881
H 2.3238 -4.2385 2.1327 0.7750
H -0.5877 -1.1466 5.0362 0.7362
H -0.6056 1.4793 5.1009 0.5612
H -2.1434 -1.9487 3.7441 0.5330
H -3.4468 -3.6659 4.8647 0.3863
H -0.9206 -6.6560 3.1572 0.3878
H 0.4293 -4.9297 2.1218 0.5712
H 4.0254 0.3866 -3.4392 0.6642
H 2.3356 2.3604 -4.0203 0.7956
N -8.7413 -0.3532 -2.3363 -0.6131
C -7.3476 -0.2987 -2.3005 1.1157
C -6.6245 -1.2913 -1.6453 -0.8930
C -5.2411 -1.2603 -1.6472 -0.4881
C -4.5849 -0.2390 -2.3061 -0.8463
C -5.2944 0.7491 -2.9646 -0.3294
C -6.6723 0.7301 -2.9562 -0.8319
S -2.7847 -0.1911 -2.3869 0.6421
O -2.3156 -1.5465 -2.5330 -0.4282
O -2.4684 0.6487 -3.5258 -0.8382
N -2.2024 0.4094 -1.0164 0.5697
C -2.9731 0.9160 -0.0798 -0.8936
N -4.1898 1.4188 -0.3851 -0.1999
C -4.9293 1.8613 0.6055 -0.6317
C -4.5358 1.8258 1.9313 -1.4113
C -3.2453 1.3483 2.1419 -0.0765
N -2.4724 0.9218 1.1776 0.8563
H -9.1452 -0.8613 -1.5636 0.2105
H -9.1703 0.5468 -2.4905 0.2050
H -7.1628 -2.0742 -1.1264 0.2891
H -4.6567 -2.0057 -1.1299 0.6553
H -4.7391 1.5334 -3.4535 0.5127
H -7.2467 1.5111 -3.4387 0.2737
H -5.8922 2.2710 0.3129 0.4526
H -5.1679 2.1642 2.7374 0.4111
H -2.8152 1.3104 3.1368 0.3208
C -0.3995 -1.2353 -5.3925 -0.7699
N -0.6143 -2.6705 -5.3038 0.1590
C 0.1778 -3.3886 -6.2862 -0.9791
C -0.3579 -3.1753 -3.9994 -0.0291
S 1.0357 -2.8001 -3.2106 -0.0894
N -1.2242 -4.0806 -3.5480 0.2522
C -1.1207 -4.5960 -2.2046 -1.0634
C -2.4267 -4.4025 -4.2694 -1.2250
H -0.6882 -0.9222 -6.3970 0.4664
H 0.6477 -0.9568 -5.2097 0.1809
H -1.0290 -0.7274 -4.6624 0.0679
H 1.2511 -3.1665 -6.1864 0.2421
H -0.1557 -3.0881 -7.2811 0.3451
H 0.0338 -4.4632 -6.1596 0.3066
H -0.0882 -4.5064 -1.8683 0.3334
H -1.4224 -5.6455 -2.1980 0.3535
H -1.7489 -4.0126 -1.5248 0.1913
H -2.5664 -3.6807 -5.0719 0.4067
H -3.2757 -4.3617 -3.5892 0.3956
H -2.3488 -5.4132 -4.6908 0.3006
Cl -1.7249 -2.2021 0.4512 -0.4717
```

Calculated values
HOMO (alpha / beta) in eV: -1.654 / -1.650
Gap between HOMO and LUMO (alpha / beta) in eV: 4.654 / 4.650
Total charge: -2
Relative energy (zero: lowest compared OMol25 entry of this formula, charge and spin) in kJ/mol: 260.0